# 1
C26H51Br2Cl2N4O4S2 | ωB97M-V with the def2-TZVPD basis set

## Properties
LUMO level (eV): -4.26
Charge: +1
Orbital gap (eV): 5.99
Multiplicity: 1

Each line ends with the Mulliken charge.
Geometry (Å):
Br -6.3487 3.5882 0.1576  -0.098
Br -4.7887 2.0468 3.3846  -0.045
Cl 0.5492 -0.7734 -0.2804  0.326
Cl 0.3522 -3.5939 -0.3014  -0.096
S -3.3383 -1.3652 1.5390  1.701
S -3.5202 2.1436 -1.5162  -0.062
O 5.1363 -3.3313 -5.7146  -0.428
O -4.4144 -0.4654 1.8249  -0.716
O 4.6676 0.3600 -3.1065  -0.388
O -3.7006 -2.2442 0.4599  -0.746
N -1.0289 -2.0602 -2.6995  -0.452
N 2.8794 -1.3586 -4.7584  -0.409
N -2.3078 0.0967 -0.2467  0.755
N -2.6230 1.3906 5.5794  -0.562
C 2.1144 0.6132 2.1893  0.265
C 3.3104 0.0695 -2.8094  -0.611
C 5.9567 -2.4113 -5.0179  -0.524
C 4.8473 1.3507 -4.1039  -0.721
C 0.8712 1.3258 2.7644  -1.872
C 3.3629 1.0572 3.0005  -1.538
C 0.0155 -3.4049 2.3057  -1.443
C -1.7272 1.6722 4.4372  -1.569
C -4.1625 2.3159 1.5380  -1.786
C 2.7772 -2.7057 -5.3177  -0.694
C -2.4301 -0.5441 -1.6064  -0.956
C -2.7773 1.2813 -0.1620  -1.284
C -1.9039 0.5631 3.3749  -2.862
C -1.8015 -0.3766 1.0785  -0.302
C -1.9342 -1.9318 -1.8562  -0.814
C 3.9275 -3.6792 -5.0696  -0.510
C -3.1101 -2.3700 3.0118  -1.221
C 2.9339 -1.3149 -3.3042  0.365
C -4.6685 3.7489 1.2024  -0.307
C 0.1622 2.2798 0.5015  -2.238
C -3.7987 4.7567 0.4647  -1.320
C -1.7047 0.9623 1.8955  2.629
C -0.5151 -1.2447 1.0593  -0.015
C -0.3266 1.7701 1.8853  0.553
C -0.6200 -2.8220 1.0211  0.506
C -2.6669 1.9797 1.2031  1.038
H 4.5753 0.9792 -5.0967  0.311
H -4.7905 1.6337 0.9962  1.012
H 0.6169 0.7541 3.6469  0.456
H -2.8701 0.1417 3.6196  0.528
H -2.1829 -2.1530 3.5164  0.253
H 5.9026 1.6168 -4.1167  0.261
H 2.6337 0.8335 -3.2056  0.439
H -0.6418 2.6973 2.3427  0.999
H -0.8045 -3.0470 -2.8087  0.324
H -0.1498 1.6816 -0.3367  0.459
H -3.2229 -3.4125 2.7565  0.425
H -2.0953 0.8243 6.2361  0.253
H -4.2025 5.7405 0.6675  0.518
H -1.5963 -3.2673 0.8969  0.238
H 4.2647 2.2489 -3.8797  0.330
H 4.0887 0.2578 2.9670  0.459
H 0.8575 -2.8093 2.6352  0.222
H 2.6758 -2.5883 -6.3989  0.391
H -2.7897 2.2699 6.0579  0.261
H 0.4336 -4.3680 2.0610  0.590
H -0.0153 -1.0356 1.9879  0.027
H 2.0440 -0.4632 2.3363  0.003
H -1.1778 -0.2240 3.5719  1.162
H 1.2197 2.4822 0.4956  0.465
H -1.9947 2.6066 3.9642  0.707
H 3.6739 -2.0200 -2.9027  0.093
H 3.2215 0.0793 -1.7160  0.152
H -3.4834 -0.5578 -1.8479  0.604
H -0.7163 1.7189 4.8278  0.320
H 5.7298 -1.3813 -5.3067  0.160
H -0.2801 3.2581 0.3110  0.362
H -2.4930 2.9678 -1.8107  0.254
H 5.8738 -2.5230 -3.9340  0.277
H -0.7063 -3.5854 3.0892  0.316
H 3.7123 -0.9228 -5.1313  0.140
H 3.0700 1.2556 4.0233  0.387
H -2.3536 -2.8194 -1.4038  0.611
H 2.3362 0.8079 1.1522  -0.050
H 1.2796 2.2366 3.1931  0.664
H -2.2107 2.9380 1.0216  -0.173
H 4.0987 -3.8675 -4.0025  0.335
H 6.9900 -2.6063 -5.3052  0.303
H -2.7706 4.8110 0.8206  0.315
H 1.9509 -1.5887 -2.9028  0.049
H -1.9047 0.0794 -2.3101  0.570
H -3.9102 -2.1141 3.6925  0.566
H -5.0203 4.2532 2.0781  0.688
H -3.7774 4.6752 -0.6105  0.340
H 3.6312 -4.6383 -5.5026  0.390
H 3.7873 1.9294 2.5186  0.347
H 1.8469 -3.1605 -4.9612  0.338

Forces on the atoms, in the same order (eV/Å):
0.152 -0.026 0.254
0.300 0.042 -0.228
0.036 0.981 0.345
-0.358 -0.255 0.079
-2.317 -1.195 0.692
-0.367 -0.405 -0.554
-0.027 0.063 0.176
0.465 1.062 0.248
-0.116 0.247 -0.152
1.316 -0.406 -0.556
0.973 0.069 -1.100
0.014 -0.090 0.122
-0.036 -0.179 -0.778
0.386 0.228 -0.136
0.492 0.086 0.863
0.061 -0.314 0.337
0.119 -0.052 -0.254
0.113 -0.098 0.066
0.699 -0.237 -0.432
-0.790 -0.461 -0.786
-0.085 -0.189 -0.529
-0.395 -0.674 0.167
-0.628 0.254 0.737
0.027 0.211 -0.143
-0.101 -0.965 0.177
0.459 2.303 0.595
0.037 0.357 0.516
-0.246 -0.057 -0.703
-0.103 -0.453 0.730
-0.138 -0.236 -0.108
0.242 0.300 0.070
0.082 0.067 -0.203
0.082 0.231 -1.183
-0.983 0.706 0.270
0.230 0.446 0.174
0.729 0.259 1.466
-0.446 -0.737 -1.060
0.573 -0.324 -0.632
1.089 -0.838 0.701
-1.125 -1.504 -1.131
-0.077 0.106 -0.027
-0.173 -0.309 -0.026
-0.429 -0.137 0.100
-0.272 0.047 -0.382
0.297 -0.098 0.018
0.005 -0.042 0.042
0.054 -0.018 -0.151
-0.267 0.038 0.504
0.051 -0.009 -0.249
0.394 -0.386 -0.245
0.232 -0.225 -0.330
-0.180 -0.023 0.108
-0.174 0.225 0.047
-0.323 0.450 -0.181
-0.030 0.002 -0.045
0.377 -0.060 0.162
0.056 0.276 0.245
-0.026 -0.075 -0.006
-0.166 -0.102 0.096
0.007 -0.364 0.027
0.295 0.349 0.226
-0.230 -0.190 -0.312
0.184 -0.125 0.077
0.395 -0.336 -0.120
-0.072 0.411 0.234
-0.049 0.027 0.189
-0.031 0.018 -0.006
-0.335 0.190 0.062
0.314 0.278 -0.450
-0.011 0.058 0.165
-0.077 0.201 0.012
0.107 -0.168 0.485
-0.079 0.045 0.015
-0.081 0.298 0.318
-0.003 0.018 -0.006
0.243 0.130 0.297
-0.552 0.253 0.507
-0.285 -0.022 -0.345
-0.160 0.437 -0.067
0.483 0.120 0.112
0.051 0.138 0.032
-0.022 -0.056 -0.010
0.149 -0.175 0.198
-0.014 -0.011 -0.025
0.203 0.321 -0.073
-0.311 0.354 -0.038
-0.019 -0.110 0.565
-0.055 -0.291 -0.186
0.009 0.005 -0.009
0.157 0.329 0.273
0.018 -0.013 0.057

# 2
C4H5NO2 | ωB97M-V with the def2-TZVPD basis set

## Properties
LUMO level (eV): 0.37
Relative energy (zero: lowest compared OMol25 entry of this formula, charge and spin) (kcal/mol): 52.2
Charge: 0
Orbital gap (eV): 10.32
Multiplicity: 1
SMILES string: O=C[C@H]1CN1C=O

Each line ends with the Mulliken charge.
Geometry (Å):
O 1.6854 -0.6480 0.6666  -0.456
O 1.0251 1.4581 -1.8079  -0.469
N -0.4256 0.3102 0.9875  -0.382
C -1.1285 -0.7223 0.2141  -0.366
C 0.5430 0.4392 -1.3865  -0.078
C -0.6580 0.4783 -0.4776  0.050
C 0.9101 -0.0027 1.3319  0.091
H -2.1852 -0.8289 0.4364  0.258
H 1.2093 0.4260 2.2925  0.417
H -1.3521 1.2926 -0.6723  0.326
H -0.5821 -1.6456 0.0428  0.258
H 0.9586 -0.5569 -1.6275  0.352

Forces on the atoms, in the same order (eV/Å):
-0.438 0.292 0.409
-0.120 -0.195 -0.066
-0.144 0.237 0.214
-0.157 -0.388 -0.211
0.108 0.021 -0.115
-0.023 0.199 -0.016
0.637 -0.427 -0.256
0.169 0.045 0.102
-0.074 0.034 0.156
0.178 -0.103 -0.062
-0.005 0.079 -0.046
-0.131 0.206 -0.109

# 3
C4H6N4 | ωB97M-V with the def2-TZVPD basis set

## Properties
LUMO level (eV): 0.69
Relative energy (zero: lowest compared OMol25 entry of this formula, charge and spin) (kcal/mol): 91.6
Charge: 0
Orbital gap (eV): 7.91
Multiplicity: 1

Each line ends with the Mulliken charge.
Geometry (Å):
N -1.5379 -0.6391 1.3004  -0.661
N 0.2229 1.7805 1.0696  -0.612
N 2.1984 -0.3048 -1.2032  -0.443
N -0.6891 -1.4288 -2.0856  -0.604
C -0.7659 -0.9276 -0.9485  0.465
C -0.5816 -0.4078 0.2457  -0.135
C 0.4852 0.5394 0.3926  0.056
C 1.4933 0.2249 -0.4138  0.389
H -1.2500 -1.1009 -2.7945  0.258
H -1.5226 0.0355 2.0705  0.300
H 2.9375 -0.9537 -1.0586  0.261
H -0.6734 2.2392 0.7699  0.240
H -1.2874 -1.4962 1.6991  0.253
H 0.9705 2.4394 0.9564  0.231

Forces on the atoms, in the same order (eV/Å):
-0.041 0.734 -0.216
-1.078 0.018 -0.100
1.070 -0.358 -2.705
1.594 -0.979 3.997
-0.245 -0.304 -2.399
-1.910 -0.065 0.528
0.898 1.476 -0.779
-1.325 0.671 2.573
-1.595 1.278 -1.863
0.338 0.020 -0.750
0.715 -0.272 0.611
1.263 -0.788 0.133
0.063 -1.623 0.953
0.253 0.194 0.018

# 4
C6H13NO2 | ωB97M-V with the def2-TZVPD basis set

## Properties
LUMO level (eV): 0.57
Relative energy (zero: lowest compared OMol25 entry of this formula, charge and spin) (kcal/mol): 80.1
Charge: 0
Orbital gap (eV): 9.71
Multiplicity: 1

Each line ends with the Mulliken charge.
Geometry (Å):
O -1.8345 1.3637 -0.0594  -0.534
O -1.3099 -2.3280 0.9940  -0.477
N -1.9475 -0.4471 2.2195  -0.593
C -1.3447 0.1433 -0.5337  -0.972
C 0.6756 0.0359 -0.2594  1.851
C 0.9892 -1.2180 -1.0218  -1.535
C 1.1311 -0.0187 1.1784  -1.737
C -1.6368 -1.2312 1.3220  0.681
C 1.1238 1.3106 -0.9286  -1.927
H 0.8047 -1.1107 -2.0912  0.371
H -2.0412 0.5342 2.0225  0.324
H 2.2249 0.0522 1.2031  0.503
H 0.9148 -0.9806 1.6361  0.378
H 2.0372 -1.4938 -0.8810  0.427
H 0.3822 -2.0380 -0.6242  0.324
H 0.7367 1.3918 -1.9447  0.381
H -1.1571 0.1752 -1.6094  0.477
H 0.7060 0.7934 1.7628  0.327
H 0.8086 2.1866 -0.3541  0.464
H -2.1770 -0.5504 -0.6386  0.458
H 2.2171 1.3511 -0.9668  0.450
H -1.3030 2.0787 -0.4255  0.361

Forces on the atoms, in the same order (eV/Å):
-0.162 0.145 0.232
-0.538 1.588 -0.803
-0.132 0.311 -1.120
2.876 1.289 -1.775
-2.639 -0.435 0.002
-0.018 -0.331 0.085
-0.038 -0.271 -0.103
0.687 -2.778 2.806
-0.306 0.114 0.045
-0.035 -0.003 -0.006
-0.098 0.298 -0.148
-0.027 0.251 -0.085
-0.265 0.024 0.105
0.097 0.032 -0.075
0.168 0.051 -0.172
0.064 0.020 -0.060
0.267 0.511 -0.332
0.014 0.003 0.145
0.029 0.021 -0.016
0.164 -0.662 1.264
-0.061 -0.099 -0.034
-0.047 -0.079 0.045

# 5
C29H43HoN3O7P2 | ωB97M-V with the def2-TZVPD basis set

## Properties
LUMO level (spin up / spin down) (eV): -5.20 / -5.19
Relative energy (zero: lowest compared OMol25 entry of this formula, charge and spin) (kcal/mol): 0.0
Charge: +1
Orbital gap (spin up / spin down) (eV): 5.01 / 5.04
Multiplicity: 5

Each line ends with the Mulliken charge.
Geometry (Å):
Ho -0.2808 0.9138 0.4509  0.534
P 1.5591 1.0654 -1.8795  0.954
P -1.4431 0.5583 -2.1492  1.109
O 0.1846 5.2053 -0.3297  -0.547
O -0.7044 1.8889 5.5022  -0.536
O -0.9908 7.4172 5.3966  -0.573
O 0.0410 3.0219 -0.1053  -0.546
O -0.9385 2.0878 2.1188  -0.117
O -2.7693 2.0606 4.7526  -0.531
O -0.5107 8.1995 3.4026  -0.571
N -1.5838 2.4154 4.7955  1.027
N -0.7748 7.2585 4.1769  0.966
N -0.0939 4.2468 0.3828  0.890
C 1.2210 -0.0815 3.3239  -1.039
C 2.8272 -1.4715 0.9488  -1.851
C 1.2596 1.4478 -6.0283  -0.608
C -1.7660 1.4568 -6.3210  -0.174
C 0.3711 -0.2793 -7.6554  -1.076
C 0.0271 1.4527 -2.8871  -0.372
C 1.3529 -1.4069 1.0889  0.361
C 0.7717 -3.1726 -0.6975  -1.683
C 0.5246 2.6286 -6.5841  -0.748
C -0.8273 5.9252 3.6295  -0.586
C -0.5241 4.4420 1.7286  -0.527
C 2.4656 2.6306 -2.1124  -1.248
C -2.8216 1.5852 -2.7541  -0.941
C -1.0802 -0.7503 -7.3633  -0.715
C -2.1287 -2.5435 0.3494  -1.814
C 0.6403 -0.7843 2.1595  0.555
C -1.7997 -0.8248 3.0085  -1.157
C 1.1661 0.1824 -6.4683  0.167
C -0.8796 -1.9114 0.8347  0.362
C -0.7465 -1.1248 2.0169  0.367
C -0.5323 5.7360 2.2741  -0.409
C 0.4212 -2.1339 0.3002  1.261
C -0.8831 3.3187 2.5610  0.900
C -1.8896 0.1287 -6.4558  -0.722
C 2.4546 -0.1557 -2.9059  -1.101
C -0.8897 2.3434 -7.1561  -1.151
C -1.1778 3.5671 3.9197  -0.434
C -1.5242 -0.9563 -3.1756  -0.543
C -1.1491 4.8409 4.4613  -0.055
H 3.4726 -0.2656 -2.5004  0.507
H 1.8759 3.4524 -1.6783  0.255
H -2.8195 2.5286 -2.1856  0.350
H 0.3451 0.4881 -8.4413  0.277
H 1.9560 -1.1358 -2.8522  0.127
H -1.5130 -0.7240 -4.2530  -0.389
H -2.7307 -0.3847 -5.9713  0.664
H -3.7684 1.0622 -2.5533  0.442
H -0.7915 1.9508 -8.1773  0.360
H -0.1531 2.5406 -2.8509  0.491
H -1.5866 -0.8744 -8.3376  0.357
H 2.6608 2.8350 -3.1729  0.349
H 1.2403 -0.7547 4.1941  0.320
H 0.9892 -4.1410 -0.2131  0.344
H -2.0362 -2.8812 -0.6917  0.354
H -2.4571 -1.4938 -2.9467  0.550
H 2.5160 0.1552 -3.9601  0.290
H -0.2971 6.5986 1.6532  0.637
H -1.3844 -0.9013 4.0231  0.315
H -2.7507 1.8135 -3.8255  -0.015
H 0.4432 3.3916 -5.7921  0.325
H 0.8969 -1.1444 -8.0924  0.425
H -2.4100 -3.4217 0.9502  0.371
H -2.4365 1.9972 -5.6450  0.585
H -1.3956 3.3184 -7.2490  0.441
H 1.6655 -2.8953 -1.2699  0.331
H 3.2869 -0.4970 1.1581  0.379
H 0.1786 1.1705 -3.9426  -0.502
H -0.0445 -3.3514 -1.4075  0.344
H -1.3799 5.0142 5.5167  0.576
H 1.1130 3.1027 -7.3901  0.386
H -2.9734 -1.8432 0.3963  0.343
H -2.6352 -1.5310 2.9159  0.453
H 3.4179 2.5559 -1.5681  0.417
H 2.0203 1.7054 -5.2799  0.542
H -1.0448 -1.7589 -6.9203  0.336
H 3.2741 -2.1915 1.6524  0.337
H -2.2003 0.1984 2.9246  0.051
H 2.2463 0.2584 3.1388  0.354
H 1.7896 -0.5977 -6.0109  0.383
H 0.6103 0.7780 3.6370  0.009
H 3.1261 -1.7759 -0.0636  0.340
H -0.6831 -1.6304 -2.9515  0.112

Forces on the atoms, in the same order (eV/Å):
0.794 -3.404 0.152
-0.596 0.499 -0.401
0.390 0.395 -1.033
-0.568 -1.884 1.337
-1.583 1.260 -1.511
0.356 -0.784 -2.364
-0.279 3.423 0.852
-0.183 1.633 0.868
2.105 0.846 -0.111
-0.458 -1.918 1.169
-0.192 -1.331 0.778
0.076 2.965 1.180
0.555 -0.154 -1.688
0.152 0.279 0.853
0.663 0.118 -0.075
0.507 -0.616 -0.508
-0.423 -0.421 -0.130
-0.272 -0.361 -0.442
-0.005 -0.341 0.103
-0.911 0.161 0.057
0.172 -0.262 -0.642
-0.318 0.375 -0.102
0.194 -1.076 -1.392
-0.152 -0.421 0.960
0.403 0.060 0.163
-0.410 0.102 0.194
0.355 -0.222 -0.134
-0.695 -0.232 -0.230
-0.509 -0.221 -0.930
-0.653 0.294 0.597
0.431 0.422 0.285
0.691 0.597 0.435
0.779 0.083 -0.951
-0.020 0.427 0.553
-0.218 0.938 0.535
0.061 -1.693 -0.943
-0.515 0.590 -0.235
0.181 -0.208 0.058
0.336 0.468 -0.174
-0.219 0.841 0.575
-0.108 -0.397 0.068
-0.066 -0.552 0.067
-0.314 -0.025 -0.136
0.245 -0.325 -0.206
-0.071 -0.271 -0.205
0.187 -0.302 0.328
0.146 0.325 0.022
0.059 0.133 0.534
0.392 0.284 0.113
0.209 0.227 -0.070
-0.201 0.172 0.402
0.046 -0.389 0.146
0.040 0.020 0.359
-0.017 -0.043 0.243
0.156 0.160 -0.102
-0.078 0.349 -0.106
-0.043 0.078 0.251
0.283 0.116 -0.010
-0.033 -0.040 0.454
0.010 -0.201 0.196
-0.229 -0.040 -0.162
0.052 -0.205 0.441
0.010 -0.192 -0.183
-0.145 0.325 0.081
0.082 0.181 -0.121
0.123 -0.313 -0.272
0.151 -0.320 -0.059
-0.141 -0.139 0.038
0.046 -0.184 -0.050
-0.194 0.036 0.334
0.168 -0.011 0.081
0.105 -0.040 -0.386
-0.065 -0.130 0.314
0.072 -0.188 -0.017
0.172 0.208 0.118
-0.164 0.157 -0.233
-0.358 -0.259 -0.115
-0.004 0.249 -0.103
-0.130 0.158 -0.178
-0.068 -0.343 0.105
-0.159 -0.047 0.076
-0.198 0.380 -0.001
0.280 -0.195 -0.065
-0.035 0.100 0.251
-0.238 0.259 0.049

# 6
C3H11N5 | ωB97M-V with the def2-TZVPD basis set

## Properties
LUMO level (eV): 0.17
Relative energy (zero: lowest compared OMol25 entry of this formula, charge and spin) (kcal/mol): 243.9
Charge: 0
Orbital gap (eV): 8.91
Multiplicity: 1

Each line ends with the Mulliken charge.
Geometry (Å):
N -0.0976 -1.4404 1.4074  -0.181
N 1.9243 -2.3270 0.0001  -0.680
N -0.9877 -0.5995 2.0743  -0.844
N -0.7319 0.1326 -0.0764  -0.460
N 1.4026 -0.7967 -0.2999  -0.205
C 0.0418 -0.7616 0.2001  0.451
C -1.0318 2.3143 -1.1154  -1.364
C -0.1411 1.1433 -1.1198  -0.266
H -0.9068 3.0303 -0.3108  0.310
H -1.1217 2.8079 -1.9865  0.468
H -1.6667 -0.1273 1.5281  0.429
H -0.2009 0.3349 2.1344  0.302
H 2.2313 0.1691 -0.2594  0.310
H 0.1218 0.6897 -2.0786  0.379
H 1.1812 -3.1634 -0.7640  0.272
H -2.1171 2.1029 -1.1078  0.356
H -0.3804 -2.3976 1.1728  0.301
H 1.6705 -2.9585 1.2143  0.289
H 0.8102 1.8472 -0.6131  0.132

Forces on the atoms, in the same order (eV/Å):
-1.296 -0.755 -1.633
-2.266 -2.524 -0.065
2.856 2.633 5.270
-0.558 4.762 -4.967
1.671 -2.130 0.235
6.451 -0.250 0.044
-3.281 -0.390 1.449
1.377 0.937 3.527
0.346 -0.082 0.126
1.009 2.172 -3.331
-0.742 -0.427 -1.089
-3.316 -3.102 0.697
-3.529 -4.384 0.444
-0.029 0.124 0.322
2.598 3.767 2.850
0.191 -0.826 0.703
-0.610 0.314 1.053
0.574 3.254 -4.266
-1.444 -3.094 -1.369